{
  "formula": "C22H61N16O32S",
  "method": "ωB97M-V/def2-TZVPD",
  "elements": ["C", "C", "C", "C", "C", "C", "S", "H", "H", "H", "H", "H", "H", "H", "H", "H", "H", "H", "H", "H", "C", "N", "O", "O", "H", "H", "H", "C", "N", "O", "O", "H", "H", "H", "C", "N", "O", "O", "H", "H", "H", "C", "N", "O", "O", "H", "H", "H", "C", "N", "O", "O", "H", "H", "H", "C", "N", "O", "O", "H", "H", "H", "C", "N", "O", "O", "H", "H", "H", "C", "N", "O", "O", "H", "H", "H", "C", "N", "O", "O", "H", "H", "H", "C", "N", "O", "O", "H", "H", "H", "C", "N", "O", "O", "H", "H", "H", "C", "N", "O", "O", "H", "H", "H", "C", "N", "O", "O", "H", "H", "H", "C", "N", "O", "O", "H", "H", "H", "C", "N", "O", "O", "H", "H", "H", "C", "N", "O", "O", "H", "H", "H"],
  "coordinates": [[-0.929, -1.471, -1.729], [-0.473, -0.795, -3.190], [-0.008, 0.741, -2.832], [0.954, 1.451, -3.953], [2.340, 0.644, -4.295], [0.114, 1.747, -5.330], [1.272, 2.701, -6.490], [-2.087, -1.747, -1.729], [-0.727, -0.695, -0.845], [-0.338, -2.463, -1.537], [0.345, -1.445, -3.719], [-1.471, -0.814, -3.844], [0.560, 0.792, -1.794], [-1.013, 1.384, -2.794], [1.269, 2.504, -3.503], [2.765, -0.004, -3.404], [3.173, 1.472, -4.510], [2.282, -0.002, -5.285], [-0.107, 0.740, -5.885], [2.287, 1.852, -6.973], [1.360, 5.801, -4.356], [2.077, 6.027, -3.072], [3.186, 6.570, -3.132], [1.506, 5.653, -2.041], [1.976, 6.176, -5.176], [1.197, 4.726, -4.457], [0.413, 6.343, -4.305], [-2.129, -4.638, 1.652], [-1.825, -4.550, 0.198], [-2.760, -4.263, -0.559], [-0.658, -4.772, -0.142], [-3.188, -4.420, 1.806], [-1.893, -5.653, 1.977], [-1.506, -3.902, 2.164], [-4.194, 3.255, -0.915], [-3.093, 2.642, -1.705], [-2.571, 1.617, -1.249], [-2.783, 3.206, -2.761], [-4.359, 2.658, -0.016], [-3.886, 4.269, -0.652], [-5.087, 3.262, -1.543], [1.986, -5.092, -2.238], [3.409, -5.186, -2.661], [4.028, -6.209, -2.344], [3.866, -4.231, -3.300], [1.721, -5.997, -1.688], [1.890, -4.211, -1.600], [1.379, -4.997, -3.140], [4.197, 5.028, -0.375], [4.914, 5.255, 0.909], [6.024, 5.798, 0.850], [4.343, 4.881, 1.940], [4.813, 5.404, -1.194], [4.034, 3.954, -0.476], [3.251, 5.571, -0.324], [6.524, -4.882, -0.688], [6.984, -4.302, 0.602], [8.195, -4.352, 0.846], [6.116, -3.811, 1.334], [7.389, -5.275, -1.227], [5.817, -5.682, -0.457], [6.046, -4.082, -1.258], [0.227, -0.424, 3.219], [-0.894, -1.308, 2.797], [-1.087, -2.332, 3.462], [-1.547, -0.947, 1.811], [0.712, -0.862, 4.094], [0.927, -0.358, 2.383], [-0.196, 0.553, 3.460], [-5.980, -6.496, 0.655], [-5.525, -5.295, 1.405], [-6.090, -4.223, 1.155], [-4.614, -5.461, 2.224], [-6.782, -6.204, -0.027], [-5.123, -6.882, 0.100], [-6.341, -7.223, 1.385], [-4.602, -1.086, 4.074], [-4.147, 0.116, 4.824], [-4.711, 1.187, 4.573], [-3.235, -0.050, 5.643], [-5.403, -0.794, 3.392], [-3.744, -1.472, 3.518], [-4.962, -1.813, 4.804], [6.643, -0.244, -0.852], [6.476, -1.340, -1.844], [5.356, -1.480, -2.349], [7.473, -2.028, -2.089], [5.690, 0.276, -0.735], [6.952, -0.698, 0.092], [7.408, 0.434, -1.235], [6.752, 6.788, -3.584], [6.597, 5.309, -3.518], [5.454, 4.867, -3.351], [7.626, 4.635, -3.636], [5.770, 7.251, -3.467], [7.419, 7.086, -2.773], [7.179, 7.031, -4.559], [2.908, 9.969, -2.114], [3.211, 10.057, -3.568], [2.276, 10.344, -4.325], [4.379, 9.835, -3.909], [1.849, 10.187, -1.961], [3.144, 8.954, -1.789], [3.531, 10.705, -1.603], [2.815, -4.171, 3.101], [2.515, -2.719, 3.222], [2.445, -2.066, 2.174], [2.357, -2.275, 4.366], [2.928, -4.421, 2.045], [3.743, -4.362, 3.645], [1.978, -4.718, 3.540], [-1.274, 3.825, 4.803], [-0.173, 3.211, 4.013], [0.349, 2.187, 4.469], [0.138, 3.775, 2.957], [-1.439, 3.227, 5.702], [-0.966, 4.839, 5.066], [-2.167, 3.831, 4.174], [-7.675, -4.301, 3.930], [-6.958, -4.074, 5.214], [-5.848, -3.531, 5.155], [-7.529, -4.448, 6.245], [-7.059, -3.925, 3.111], [-7.838, -5.375, 3.829], [-8.621, -3.758, 3.981], [-12.284, -4.459, 4.171], [-10.861, -4.553, 3.747], [-10.243, -5.576, 4.064], [-10.405, -3.598, 3.109], [-12.550, -5.364, 4.721], [-12.380, -3.578, 4.809], [-12.891, -4.364, 3.268]],
  "fmax_ev_per_a": 3.0,
  "homo_lumo_gap_ev": 2.3,
  "e_homo_ev": -2.159,
  "mol_weight_da": 1093.9,
  "charge": -1,
  "e_lumo_ev": 0.2
}